ORCA calculation (ωB97M-V/def2-TZVPD) on C32H27BrCl3MoNO6P2SeSi as an isolated structure at a distorted geometry.

```
75
Properties=species:S:1:pos:R:3:lowdin_charge:R:1
Mo -1.17289 1.29134 1.40372 1.4175
Br 1.83051 2.67654 -2.03338 0.5563
C 0.52081 3.66364 0.75152 -0.2747
C 0.79131 4.95704 0.35242 -0.0155
C -0.26879 5.79824 0.02782 -0.0027
C -1.55959 5.29214 0.06502 0.0427
C -1.75459 3.99614 0.50442 -0.1430
N -0.73509 3.20084 0.89002 -0.0166
C -3.05699 3.25364 0.38242 -0.6058
O -4.01739 3.71554 -0.19258 0.1052
O -2.98869 2.05634 0.85952 -0.3175
H 1.81231 5.29054 0.25572 0.1242
H -0.08789 6.80884 -0.29748 0.1179
H -2.41059 5.87004 -0.25848 0.1338
C -0.55759 -0.96786 -2.51308 -0.2886
C -0.06129 0.47234 -2.57858 -0.3852
P 1.10671 0.72524 -1.14118 0.6669
C 2.65941 -0.19756 -1.37318 -0.3960
C 3.58731 -0.26256 -0.34098 -0.0881
C 4.75531 -0.98316 -0.51448 -0.0680
C 4.99901 -1.63746 -1.71048 -0.0681
C 4.06941 -1.57406 -2.73618 -0.0572
C 2.89891 -0.85736 -2.57138 -0.0869
C 0.90591 1.26894 0.61462 -0.4356
C 0.75331 0.21794 1.55852 -0.2891
C 0.53481 0.65684 2.89042 -0.2528
C 1.26821 1.81674 3.36832 -0.1182
C 1.83701 2.66574 2.51342 -0.0348
C 1.55411 2.59854 1.03642 -0.3015
P -0.00259 -1.42966 -0.82198 1.0683
C 0.83701 -3.04346 -0.93918 -0.3476
C 0.50521 -3.98496 -1.90648 -0.0829
C 1.06261 -5.25046 -1.85028 -0.0714
C 1.94551 -5.58156 -0.83408 -0.0762
C 2.29591 -4.63836 0.11762 -0.0722
C 1.74671 -3.37216 0.06032 -0.0954
C -1.40119 -1.92016 0.22642 -0.2369
C -1.91099 -3.13156 0.48692 -0.0228
C -3.23369 -3.22456 1.06092 -0.0638
C -4.06389 -2.17866 1.03452 0.0286
C -3.66689 -0.84506 0.44822 -0.4145
C -2.13269 -0.65176 0.50992 -0.4807
H -0.08989 -1.60646 -3.26488 0.0805
H -1.64479 -1.00496 -2.61278 0.0893
H -0.90529 1.17314 -2.49998 0.0626
H 0.47811 0.72394 -3.49638 0.0708
H 3.40211 0.24524 0.59622 0.1072
H 5.47821 -1.03626 0.28592 0.1089
H 5.91691 -2.18816 -1.84928 0.1074
H 4.25551 -2.07696 -3.67218 0.1109
H 2.18701 -0.80206 -3.38178 0.1054
H 0.92731 -0.83736 1.34212 0.0876
H 0.36621 -0.11926 3.63172 0.0886
H 1.39591 1.91284 4.43592 0.1144
H 2.45631 3.48884 2.83212 0.1229
H 2.48251 2.81774 0.49622 0.0959
H -0.20659 -3.74236 -2.68368 0.1092
H 0.79211 -5.98766 -2.59208 0.1078
H 2.35441 -6.57846 -0.77888 0.1049
H 2.98281 -4.89196 0.91132 0.1068
H 2.01961 -2.63306 0.80172 0.0948
H -1.38819 -4.03716 0.21612 0.1126
H -3.55959 -4.18916 1.41942 0.1041
H -5.09509 -2.26356 1.34152 0.1224
H -4.15359 -0.03676 1.02612 0.1291
H -1.90279 -0.28856 1.68702 0.1113
O -3.01629 0.97244 -2.78838 -0.5568
Se -4.00919 1.03354 -1.52548 1.0984
O -4.05799 -0.80776 -0.87478 -0.2825
O -1.62399 0.26194 -0.32248 -0.3656
O -5.48449 1.18364 -2.07198 -0.5320
Cl -1.51559 3.88664 4.02932 0.2594
Si -2.17149 1.96764 3.59742 -0.6725
Cl -1.65629 0.89034 5.27682 0.2446
Cl -4.20779 2.00894 3.68232 0.3005
```

Computed properties:
Charge: 0
<S²>: 2.03
2S+1: 3
Electronic energy (hartree): -9138.25080
Lowest unoccupied orbital energy (spin up / spin down) (eV): -0.8 / -2.6



ORCA calculation (ωB97M-V/def2-TZVPD) on one molecule with the formula C2H6N4S at a distorted geometry.

```
13
Properties=species:S:1:pos:R:3:lowdin_charge:R:1
H -1.57534 -0.42676 1.32879 0.0315
N -2.24916 0.29071 1.08338 0.0927
C -1.98839 0.68183 -0.06965 -0.3131
N -0.93739 0.22300 -0.89574 -0.0955
N -0.00082 -0.53060 -0.34197 -0.0939
C 1.21535 0.10972 0.04372 -0.9060
N 2.12617 -0.82021 0.31347 0.0648
S 1.37642 1.75954 0.14872 0.6309
H -2.55788 1.50073 -0.55670 0.1202
H -0.51659 1.01233 -1.36750 0.0705
H 0.12947 -1.47323 -0.77576 0.1609
H 3.10309 -0.54823 0.50584 0.1172
H 1.87509 -1.77884 0.58340 0.1198
```

Computed properties:
Charge: 0
Electronic energy (hartree): -696.98937
Lowest unoccupied orbital energy (eV): 0.5



ORCA calculation (ωB97M-V/def2-TZVPD) on a 2-piece molecular cluster, C4H14N2O overall at a distorted geometry.

```
21
Properties=species:S:1:pos:R:3:lowdin_charge:R:1
C -0.45169 1.10730 0.21436 -0.0729
C 0.44766 0.09309 0.90941 -0.4812
C 1.82742 0.04778 0.23911 -0.0643
N -0.16152 -1.23182 0.96104 -0.0434
C -1.57890 -1.31095 1.44643 -0.3061
N -2.56421 -1.56402 0.42040 0.0026
H 0.05710 2.05788 0.13282 0.0756
H -0.74362 0.77914 -0.77725 0.0773
H -1.38836 1.25616 0.74998 0.0663
H 0.61334 0.45048 1.94034 0.1311
H 2.26150 -0.93606 0.42686 0.0704
H 1.72488 0.13358 -0.84668 0.0657
H 2.46937 0.81397 0.66128 0.0736
H 0.33061 -1.83963 1.60286 0.0934
H -1.57583 -2.14537 2.14092 0.1096
H -1.84532 -0.38506 1.94654 0.0945
H -2.65797 -2.56057 0.26371 0.0590
H -2.29220 -1.17581 -0.47400 0.0561
O 2.01964 2.36127 -3.51602 -0.0644
H 2.21644 2.93697 -2.75821 0.0389
H 2.17662 1.47867 -3.16982 0.0179
```

Computed properties:
Charge: 0
Electronic energy (hartree): -345.53100
Lowest unoccupied orbital energy (eV): 0.8



ORCA calculation (ωB97M-V/def2-TZVPD) on a 12-piece molecular cluster, BF4H22O11 overall.

```
38
Properties=species:S:1:pos:R:3:lowdin_charge:R:1
B -0.08201 -0.24307 -0.36116 -1.2137
F -0.56366 -0.94763 0.76696 0.0874
F 0.76778 -1.07424 -1.12653 0.1138
F -1.16734 0.16559 -1.12770 0.1512
F 0.68802 0.85258 0.05616 0.1299
O -2.51696 -0.25393 -3.51149 -0.0664
H -1.95014 -0.19556 -2.72368 0.0001
H -2.14457 -0.97687 -4.02478 0.0238
O 3.49035 -2.39439 -1.05469 -0.0633
H 2.55762 -2.14255 -1.12373 0.0019
H 3.56196 -3.20072 -1.57345 0.0274
O -1.65738 -3.54693 1.17028 -0.0726
H -1.58828 -3.78101 0.23075 0.0036
H -1.29229 -2.65481 1.21559 -0.0064
O 1.08713 4.01510 0.80529 -0.0520
H 1.64879 4.78955 0.91044 0.0668
H 1.70124 3.29555 0.57749 0.0442
O -1.41569 3.03089 1.58695 -0.0911
H -0.96181 2.46385 2.23777 -0.0038
H -0.69924 3.39772 1.03376 -0.0176
O -0.12219 3.72926 -1.81240 -0.0669
H -0.50372 2.85130 -1.69609 0.0244
H 0.07650 4.03410 -0.91183 -0.0082
O -3.84225 -0.14559 0.44737 -0.0503
H -2.89145 -0.04662 0.33223 -0.0006
H -4.12015 0.68054 0.85603 0.0336
O -0.59743 0.69401 3.00485 -0.0497
H -0.70130 0.12061 2.21892 0.0250
H 0.28955 0.50516 3.32627 0.0480
O 1.55001 -2.67305 1.53452 -0.0467
H 0.89020 -2.05820 1.18159 -0.0090
H 2.23891 -2.10923 1.90021 0.0351
O 3.23165 1.56293 -0.08474 -0.0620
H 2.40101 1.04795 -0.13542 0.0095
H 3.80185 1.05695 0.50172 0.0345
O -0.76542 -3.40151 -1.55162 -0.0449
H 0.01424 -3.91947 -1.77423 0.0505
H -0.41352 -2.52829 -1.30162 0.0145
```

Computed properties:
Charge: -1
Electronic energy (hartree): -1265.52029
Lowest unoccupied orbital energy (eV): 2.4



Sequential energy relative to the best compared isomer or geometry (same formula, charge and spin) output: 82.8; 23.0; 28.4; 5.8 kcal/mol